No. 1
DFT (ωB97M-V/def2-TZVPD) results for a structure of composition C24H62FeN2O11 in a non-equilibrium geometry.

Geometry as XYZ:
```
100
Properties=species:S:1:pos:R:3:forces:R:3:mulliken_charge:R:1
Fe 2.3987 -0.7831 0.2181 0.8 -1.9 1.5 1.090
O 2.5241 0.3600 4.6833 -0.6 0.4 0.0 -0.573
O 0.7361 -1.6905 4.3714 0.2 0.3 -0.1 -0.806
O 3.6500 -0.1571 1.9752 0.4 0.2 -0.3 -0.460
O -1.9606 -1.6145 1.4211 -0.1 0.2 0.1 -0.620
O 1.0161 -1.4805 -1.1047 -1.0 0.1 -1.2 -0.285
O -2.4582 0.0891 4.8453 0.9 0.1 0.4 -0.461
O -4.1524 3.4509 -1.3335 1.1 0.0 -0.5 -0.440
O 3.8491 -0.0841 -1.1664 0.5 0.7 -0.3 -0.551
O 3.2909 -2.7623 0.5035 -0.3 1.2 0.0 -1.215
O 1.5776 1.2032 0.2635 0.2 1.4 -1.6 -0.913
O 0.6717 -0.2273 1.5185 -1.7 -0.6 0.8 0.332
N -3.6082 3.9062 -2.5661 -0.7 0.7 -0.8 0.127
N 2.5309 -3.7386 -0.1588 -0.9 0.6 -1.0 1.429
C 4.5526 -4.9593 -1.0872 0.2 0.6 0.5 -1.518
C -3.6019 1.6775 3.4479 -0.4 0.2 -0.4 -1.158
C -3.1863 3.3741 -4.9645 0.9 0.7 0.2 -1.202
C -5.2724 2.6886 -3.8940 -0.4 0.0 1.8 -2.025
C -0.2285 2.0363 1.6081 -0.4 -0.8 -1.0 0.200
C 1.8614 1.5539 5.0889 -0.2 0.9 -0.4 0.243
C 0.8535 -3.7392 1.6446 -0.2 -0.5 0.3 -1.634
C -1.2930 4.0092 -1.6292 0.8 -0.2 -0.9 -2.052
C -3.2072 1.4914 -3.2657 0.6 0.6 0.1 -1.818
C -3.7675 2.9072 -3.6159 -0.4 -1.8 -1.0 1.713
C 3.4408 -3.1953 -2.4318 1.2 0.9 0.4 -1.503
C 3.1851 -4.2656 -1.3619 -0.7 -1.2 -0.2 1.335
C 0.8140 -5.3946 -0.1815 -1.2 -1.3 0.1 -1.239
C -1.9082 5.1294 -3.7903 1.7 -0.4 -0.4 -1.385
C -1.8092 3.9884 -4.8263 -0.3 1.4 1.0 -0.657
C 0.6285 0.9414 1.0412 1.9 -0.9 1.1 0.961
C 1.7461 -4.6170 0.7270 0.0 0.9 -0.7 1.614
C 1.5060 -6.2789 -1.2208 0.5 2.4 0.6 -0.783
C 2.5680 -5.5807 1.6043 -0.1 0.9 0.1 -1.977
C -2.8288 5.9828 -1.6655 0.6 1.0 0.8 -2.146
C 2.4735 2.7830 4.4177 0.3 -0.6 -0.4 -1.091
C -2.3949 4.7228 -2.3982 -1.0 0.7 -0.1 2.194
C -2.8652 1.4316 4.7732 -1.5 0.8 -1.2 -0.235
C 2.2556 -5.2636 -2.1216 0.1 -1.8 0.4 -1.313
H 1.6006 -2.1208 4.3878 -0.2 -0.3 -0.1 0.276
H 4.8331 -5.6418 -1.8887 0.2 0.3 -0.2 0.366
H -0.0116 -4.3504 1.9223 0.1 -0.1 0.3 0.376
H -1.4863 4.5218 -5.7222 0.1 -0.6 -0.3 0.365
H 0.8090 1.5596 4.7883 -0.1 -0.5 0.2 -0.160
H -2.3659 6.0127 -4.2367 -0.7 -0.2 0.3 0.421
H 4.2230 -2.5237 -2.0558 -0.2 0.2 0.2 -0.060
H -0.9983 3.3484 -4.4729 -0.2 -0.5 -0.3 0.330
H 1.8717 -6.1434 2.2269 0.2 -0.2 0.1 0.383
H -3.7996 2.7268 3.2124 0.0 0.1 0.4 0.359
H -3.1200 2.6056 -5.7358 -0.6 -0.4 0.3 0.422
H 0.6721 -1.3040 3.4822 -0.1 -0.1 -0.2 0.288
H -5.5307 2.1641 -4.8109 0.4 0.2 -0.2 0.372
H 2.0703 3.7276 4.7794 0.3 -0.1 0.5 0.380
H 0.5479 -0.8951 -1.7131 0.1 0.1 0.1 0.159
H 0.7246 -6.8346 -1.7323 0.5 -0.5 -0.3 0.382
H -3.3818 2.9940 -0.9567 -0.5 -0.3 0.4 0.360
H 2.5886 -2.5924 -2.7402 -0.2 -0.2 0.3 0.365
H 3.5569 2.6837 4.5114 0.0 0.6 0.2 0.329
H 1.5546 -4.8180 -2.8276 0.2 0.4 0.0 0.435
H 2.9590 -5.9300 -2.6276 -0.1 0.5 -0.9 0.328
H 2.3461 -6.8326 -0.8012 -0.7 -0.8 0.3 0.337
H 1.8989 1.6518 6.1752 0.1 0.0 0.1 0.399
H -2.0816 -2.2078 2.1698 0.0 0.0 0.0 0.282
H 1.3510 -3.4430 2.5667 0.2 -0.1 -0.1 0.301
H -1.1461 3.0550 -2.1434 0.1 -0.3 0.6 0.414
H 2.2696 2.8212 3.3436 -0.1 -0.4 0.0 0.126
H -0.8562 5.4215 -3.6894 -0.1 0.4 0.4 0.321
H 0.0875 -5.9648 0.4142 0.5 -0.3 0.4 0.552
H -0.9112 2.4065 0.8426 0.2 0.1 -0.1 -0.505
H 0.3916 -2.8337 1.2460 0.4 -0.1 -0.6 0.125
H -0.8577 1.6175 2.3894 0.4 0.4 0.5 -0.386
H 1.7927 -0.2867 4.6690 0.4 -0.2 0.1 0.366
H 0.5111 2.8009 1.8305 -0.5 0.3 0.6 0.371
H 4.6665 -5.5069 -0.1510 -0.6 -0.1 0.0 0.334
H -3.5927 1.6879 5.5515 0.2 -0.2 0.3 0.287
H 4.1829 0.7693 -0.8606 -0.1 0.0 0.0 0.269
H -2.1234 1.4614 -3.4092 0.0 -0.1 -0.2 0.315
H -3.3687 1.1956 -2.2277 -0.3 0.1 0.0 0.402
H -0.3448 4.5282 -1.7863 -0.1 0.2 0.2 0.416
H 0.0783 -4.7869 -0.7255 0.5 0.7 -0.1 0.326
H 3.2005 -4.9427 2.2248 0.1 -0.2 0.2 0.408
H 5.2690 -4.1467 -0.9425 0.3 -0.2 -0.4 0.324
H -1.3313 -0.9475 1.7371 0.2 -0.2 -0.1 0.090
H -2.0747 2.1763 4.8631 0.6 -0.7 0.1 0.284
H 4.5699 -0.4677 -1.6787 -0.2 -0.3 0.1 0.263
H 3.6893 -0.6104 2.8257 -0.2 0.0 -0.1 0.246
H -2.0001 6.6253 -1.3389 0.5 -0.5 -0.2 0.433
H 0.5010 -2.3000 -1.0847 0.5 -0.2 0.4 0.144
H -3.3890 6.6957 -2.2707 -0.6 -0.5 -0.1 0.423
H 3.2217 -6.2371 1.0379 -0.2 -0.2 0.0 0.376
H -4.5823 1.1949 3.4804 0.0 -0.1 0.0 0.447
H 3.9164 -3.5807 -3.3372 -0.3 -0.6 0.1 0.435
H -1.4069 3.9294 -0.5502 -0.4 -0.2 -0.1 0.540
H 3.8023 0.7702 2.1878 -0.2 0.0 0.1 0.220
H -3.1715 -0.4679 4.5229 -0.1 0.1 0.0 0.293
H -5.6439 2.0680 -3.0719 -0.2 0.0 -0.1 0.428
H -3.0995 1.3102 2.5510 0.3 -0.3 0.3 0.233
H -3.6920 0.7537 -3.9026 0.2 -0.1 0.0 0.452
H -3.8380 4.1784 -5.3161 -0.1 -0.1 -0.2 0.441
H -5.8173 3.6260 -3.7741 0.1 0.1 -0.5 0.463
H -3.3227 5.7338 -0.7260 -0.4 0.0 -0.2 0.353
```
Forces are in eV/Å.

Values from the calculation:
Kohn-Sham gap (spin up / spin down) (eV): 6.2 / 6.2
Multiplicity: 5
HOMO (spin up / spin down) (eV): -6.177 / -6.234
Total charge: 0

=====

No. 2
DFT (ωB97M-V/def2-TZVPD) results for a cluster of 4 separate species, C24H62N8O4P2 in total in a non-equilibrium geometry.

Geometry as XYZ:
```
100
Properties=species:S:1:pos:R:3:forces:R:3:mulliken_charge:R:1
P -2.4912 -0.8367 2.7514 1.5 -1.5 0.1 0.370
P 3.3304 4.5355 1.6792 0.0 0.2 -1.2 0.331
O -0.1018 1.4405 -2.5817 -2.2 -0.5 3.2 -0.608
O 4.4005 5.0166 2.5959 -1.0 -0.3 -0.1 -0.896
O 1.0894 -5.4780 -2.2685 -0.1 1.1 -0.6 -0.388
O -3.2231 -0.6205 1.4738 0.1 0.1 0.8 -0.899
N 0.8585 -4.1750 -2.8044 1.5 0.6 -2.0 -0.016
N 1.7404 4.9573 2.0670 -0.2 -1.4 -0.4 1.132
N 3.5322 5.1990 0.0840 0.7 -1.3 -0.3 0.211
N -0.8372 -1.3745 2.5646 -0.2 1.6 -0.1 0.484
N -3.2413 -2.0454 3.6967 3.1 -0.7 1.0 0.424
N -2.4934 0.4605 3.7751 2.0 -1.3 -0.6 1.715
N -2.3761 1.2810 -2.4281 2.4 -0.2 3.4 0.649
N 3.3001 2.8531 1.5285 0.7 1.8 -1.3 0.391
C -2.7149 -2.5519 5.0357 -1.1 0.5 -0.9 -1.011
C 3.1760 -3.9246 -3.8601 -1.9 -0.2 -0.9 -1.766
C 1.1113 -4.9820 -5.2092 -0.1 0.1 -0.2 -1.537
C 1.4118 6.0164 2.9610 0.5 0.2 1.0 -1.610
C 2.5625 6.1216 -0.5506 0.6 -0.6 1.0 -0.925
C -0.4977 -2.7826 2.4005 -1.0 0.5 0.1 -1.420
C 4.7903 4.9770 -0.7762 -2.0 -0.3 1.6 -1.248
C -1.1139 1.3925 -1.8010 1.1 1.2 -5.7 0.024
C 1.1848 -2.5352 -4.6956 -0.4 -0.2 -0.2 -1.568
C -3.4688 1.0996 -1.5067 -1.4 0.0 -0.5 -0.933
C -1.5673 0.5353 4.8968 -0.5 -0.3 0.9 -1.999
C 2.9480 2.2482 0.2613 0.1 -0.2 0.3 -0.874
C -0.7032 -2.2358 -3.1282 -0.4 0.1 -1.0 -1.009
C 0.5500 4.1747 1.6440 0.1 0.1 -0.5 -1.611
C -2.4864 0.9814 -3.8117 0.0 0.2 -0.9 -0.997
C -3.1098 1.6780 3.4436 -0.2 1.1 -0.3 -1.460
C -0.2811 -2.1326 -4.5729 -0.1 -0.1 0.1 -0.657
C -1.6778 -4.6375 -2.6281 0.9 0.6 0.1 -2.173
C -4.6323 -2.1622 3.4760 -1.1 -0.9 0.0 -1.207
C 1.5482 -3.9392 -4.1087 1.3 -0.1 -1.0 1.823
C -0.1947 -3.3081 -1.0068 -1.9 -0.8 0.8 -2.516
C 3.3378 1.9567 2.6342 0.7 0.6 1.0 -1.165
C 0.2495 -0.4438 2.0620 -1.9 -0.2 1.2 -0.936
C -0.4667 -3.6380 -2.4909 1.4 0.6 1.4 2.606
H 4.5215 4.7097 -1.7981 -0.3 0.9 -0.3 0.442
H -2.5090 -0.0735 -4.0848 -0.1 -0.4 0.5 0.268
H 0.5902 -6.0554 -2.8508 -0.2 -0.5 -0.1 0.308
H 4.2140 1.3122 2.5640 -0.2 -0.6 -0.3 0.399
H -2.3297 2.4385 3.4768 -0.3 0.6 0.2 0.099
H -1.6975 -5.2361 -3.5388 0.0 0.6 -0.6 0.361
H 0.4143 3.2125 2.1376 0.5 -0.3 0.0 0.168
H 1.3438 -2.3722 -5.7616 0.7 -1.1 -0.3 0.424
H 1.7219 -5.2016 -6.0851 1.4 0.0 0.6 0.397
H 3.0644 6.6104 -1.3856 -0.1 -0.1 -0.1 0.476
H -0.3880 -1.1759 -5.0842 0.1 0.7 0.9 0.285
H 0.3047 -4.6068 -5.8390 -0.9 0.2 0.9 0.327
H -1.6666 -2.8502 5.0450 -0.1 0.0 -0.4 0.256
H -0.1920 -1.4076 -2.6375 -0.1 -0.3 0.7 0.089
H -4.8187 -2.8114 2.6206 -0.2 0.7 -0.8 0.303
H -1.6763 -5.4355 -1.8855 0.2 0.4 0.6 0.453
H -4.1515 1.9493 -1.4973 0.0 0.4 -0.1 0.356
H -1.3174 -3.2820 1.8840 -0.2 -0.5 0.5 0.257
H 3.5682 -2.9957 -3.4461 -0.6 -0.1 0.7 0.379
H -0.3190 -3.0853 3.4323 0.3 -1.2 -0.4 0.355
H 0.2284 0.4369 2.7038 -0.3 0.5 -0.5 0.192
H -2.8602 -1.8954 5.8936 0.0 0.7 -0.2 0.230
H 3.2899 2.8408 -0.5872 -0.7 0.2 0.1 0.119
H 1.2590 -0.8036 2.2611 -0.2 -0.7 -0.3 0.721
H -3.3531 -3.3889 5.3189 0.3 -0.4 -0.4 0.453
H -3.4855 1.6862 2.4204 -0.3 -0.2 0.2 0.002
H 0.7034 5.6918 3.7232 -0.8 0.0 -0.5 0.522
H 1.6717 5.5918 -0.8881 -0.1 0.1 -0.2 0.140
H 0.0393 -0.2465 1.0108 0.5 0.4 0.0 -0.087
H -1.1136 1.6875 -0.7403 0.0 -0.5 -0.1 0.224
H 0.1308 -4.2381 -0.5408 -0.3 0.0 0.3 0.675
H 3.5695 2.5177 3.5395 -0.4 0.2 0.1 0.398
H -2.1201 0.4517 5.8324 -0.2 -0.3 0.3 0.421
H 3.6475 -3.8948 -4.8424 0.0 -0.6 -0.2 0.413
H -1.0909 1.5058 5.0356 0.2 0.1 -0.8 0.574
H -1.6189 1.3677 -4.3469 -0.1 0.3 0.2 0.226
H 0.4429 4.0629 0.5650 0.7 -0.4 -0.3 0.204
H 5.2916 4.0404 -0.5321 0.4 0.4 0.9 0.381
H 2.4002 1.4176 2.7700 0.0 -0.2 0.0 0.170
H -3.4007 1.4257 -4.2049 0.0 0.1 0.0 0.428
H -0.8210 -0.2591 4.8933 0.0 0.1 -0.2 0.093
H -4.0903 0.2755 -1.8571 0.1 -0.4 0.3 0.318
H -3.1617 0.9281 -0.4751 0.2 -0.2 -0.2 -0.112
H 1.0828 6.8562 2.3490 -0.2 0.5 0.7 0.374
H 2.2384 6.2181 3.6423 0.5 0.6 -0.6 0.287
H 2.2910 6.8918 0.1713 -0.2 0.1 -0.1 0.223
H -3.8869 1.8418 4.1902 -0.3 0.7 -0.2 0.469
H -5.0883 -1.1725 3.4498 -0.6 -0.2 -0.3 0.292
H 3.4712 -4.8050 -3.2893 0.1 0.2 -0.1 0.359
H -5.1240 -2.7801 4.2273 0.2 0.4 0.7 0.380
H 0.5313 -2.5529 -0.7056 0.1 0.1 -1.0 0.504
H 1.8724 2.0875 0.3343 -0.1 -0.4 -1.0 0.129
H -1.7813 -2.0758 -3.1123 -0.1 0.2 0.5 0.345
H 3.4911 1.3119 0.1329 -0.2 -0.3 0.3 0.438
H 5.3610 5.8925 -0.6204 0.6 -0.4 -0.6 0.367
H 0.8388 -5.9485 -4.7851 -0.1 0.0 -0.1 0.230
H -1.0598 -2.6375 -5.1445 0.6 -1.2 -0.5 0.355
H 0.3374 -2.9350 1.7168 0.3 0.2 0.4 0.572
H -0.4161 4.6452 1.8269 0.3 0.8 0.6 0.704
H -2.5620 -4.0126 -2.5023 -0.3 -0.4 -0.2 0.424
H -1.1603 -2.9803 -0.6218 -0.1 -0.1 0.7 0.386
H 1.8854 -1.8108 -4.2804 -0.6 0.4 0.6 0.323
```
Forces are in eV/Å.

Values from the calculation:
Kohn-Sham gap (spin up / spin down) (eV): 1.5 / 8.2
Multiplicity: 2
HOMO (spin up / spin down) (eV): 0.731 / -6.038
Total charge: -1